Below is 10 unconnected molecules or ions with the total composition C49H120F24N6O5P4 in a non-equilibrium geometry, with properties calculated with wB97M-V/def2-TZVPD.

Structure (ORCA input):
```
! RIJCOSX wB97M-V def2-TZVPD def2/J DEFGRID3
* xyz 2 1
C 7.1369 -2.1404 -5.2110
C 6.5506 -2.5697 -3.8477
N 7.3512 -1.9439 -2.6964
C 6.7034 -2.3887 -1.3678
C 8.8392 -2.4602 -2.6635
C 9.7993 -1.9755 -1.4575
C 7.3029 -0.4063 -2.8180
C 5.9020 0.2009 -2.6661
O 5.1810 0.1488 -3.8755
C 5.4670 1.2187 -4.7932
H 6.7441 -2.8104 -5.9758
H 8.2034 -2.1271 -5.4356
H 6.7742 -1.1779 -5.5718
H 6.5459 -3.6573 -3.7753
H 5.5493 -2.1509 -3.7468
H 6.8145 -1.5671 -0.6602
H 7.2621 -3.2593 -1.0242
H 5.6179 -2.4786 -1.4077
H 9.4221 -2.0347 -3.4803
H 8.8648 -3.5286 -2.8780
H 9.6079 -2.5530 -0.5530
H 9.6025 -0.9335 -1.2054
H 10.8681 -2.0583 -1.6545
H 7.7483 -0.0688 -3.7539
H 7.9310 -0.0450 -2.0037
H 6.0217 1.2611 -2.4429
H 5.2566 -0.1915 -1.8801
H 5.4879 2.1993 -4.3176
H 5.0058 1.1971 -5.7806
H 6.4665 1.1229 -5.2173
C 3.0711 -4.6358 -5.1698
C 2.9198 -3.0715 -5.2582
N 1.5502 -2.5074 -4.6996
C 1.0921 -3.1669 -3.3521
C 1.8118 -1.0005 -4.4527
C 1.8354 -0.1450 -5.7241
C 0.4501 -2.8116 -5.7351
C -0.9876 -2.4383 -5.4052
O -1.0593 -1.1824 -4.8541
C -2.3166 -0.9338 -4.2445
H 2.5092 -5.2339 -5.8872
H 2.7389 -5.1897 -4.2917
H 4.1403 -4.7346 -5.3569
H 3.0686 -2.6130 -6.2357
H 3.6725 -2.6430 -4.5965
H 0.8152 -4.2119 -3.4914
H 0.2127 -2.6553 -2.9609
H 1.8794 -3.0847 -2.6027
H 2.7820 -0.9516 -3.9584
H 1.0128 -0.6615 -3.7932
H 2.5318 -0.3835 -6.5280
H 1.9192 0.8955 -5.4102
H 0.9063 -0.1616 -6.2938
H 0.4836 -3.8964 -5.8359
H 0.7923 -2.4526 -6.7057
H -1.4471 -3.1904 -4.7639
H -1.6341 -2.4479 -6.2828
H -2.1571 -0.0046 -3.6974
H -2.5373 -1.6667 -3.4685
H -3.1994 -0.8290 -4.8753
C -4.4900 5.2584 5.3706
C -4.3590 5.3100 3.8375
N -2.9865 5.5011 3.2172
C -2.0406 4.4363 3.7642
C -3.0308 5.5152 1.6121
C -3.9223 4.4818 0.9540
C -2.3871 6.8687 3.6934
C -1.1002 7.3508 2.9474
O 0.0221 6.4813 3.2058
C 1.1741 6.8981 2.5273
H -3.9143 4.4539 5.8283
H -5.5500 5.1347 5.5923
H -4.1677 6.1869 5.8420
H -4.8897 6.2031 3.5076
H -4.8291 4.4449 3.3696
H -1.1457 4.2276 3.1780
H -2.5838 3.4913 3.7724
H -1.6829 4.7043 4.7583
H -1.9980 5.4346 1.2729
H -3.4902 6.4911 1.4551
H -3.7429 4.4368 -0.1202
H -4.9608 4.6655 1.2294
H -3.7430 3.4681 1.3122
H -2.0348 6.7452 4.7174
H -3.2466 7.5223 3.8417
H -0.8745 8.3604 3.2906
H -1.2522 7.4875 1.8767
H 2.0568 6.2929 2.7339
H 1.5207 7.8574 2.9117
H 0.9181 7.0508 1.4788
C -10.2090 -0.9902 0.5620
C -8.7103 -1.1273 0.0502
N -7.8564 -2.2627 0.7413
C -7.6092 -1.8139 2.1658
C -8.5978 -3.6276 0.7814
C -7.6657 -4.9292 1.1224
C -6.5129 -2.4790 -0.0253
C -5.6036 -1.2611 -0.1606
O -5.2770 -0.8377 1.1818
C -4.8101 0.5214 1.1983
H -10.1451 -0.9713 1.6499
H -10.8780 -1.7823 0.2254
H -10.6241 -0.0228 0.2792
H -8.1802 -0.1916 0.2279
H -8.6667 -1.4421 -0.9925
H -8.5472 -1.9566 2.7023
H -7.3288 -0.7676 2.2878
H -6.8260 -2.4639 2.5561
H -8.9077 -3.8260 -0.2446
H -9.5504 -3.5440 1.3044
H -7.1791 -4.7712 2.0849
H -6.8367 -5.1057 0.4371
H -8.2757 -5.8324 1.1036
H -6.7284 -2.9053 -1.0051
H -5.8939 -3.2068 0.4995
H -5.8623 -0.4398 -0.8290
H -4.6577 -1.6073 -0.5770
H -5.4763 1.1946 0.6588
H -3.8579 0.6278 0.6787
H -4.7374 0.9633 2.1921
C 3.2228 1.9858 -0.7417
C 2.9290 0.8594 0.1904
N 2.2543 1.2747 1.5145
C 2.3420 -0.0676 2.3169
C 3.0756 2.4038 2.2205
C 2.7196 2.9449 3.6127
C 0.7876 1.7092 1.3471
C -0.1706 0.7765 0.4947
O 0.2355 0.8037 -0.8580
C -0.3249 1.7208 -1.7710
H 3.7554 1.6577 -1.6343
H 4.0273 2.6343 -0.3950
H 2.3907 2.5799 -1.1195
H 3.9014 0.4716 0.4941
H 2.4353 0.0152 -0.2909
H 1.9781 0.1438 3.3223
H 3.4105 -0.2811 2.3487
H 1.8341 -0.9261 1.8773
H 3.1063 3.2049 1.4820
H 4.1125 2.0748 2.1524
H 2.5972 2.1976 4.3967
H 1.8784 3.6374 3.6451
H 3.4638 3.6785 3.9226
H 0.8112 2.7343 0.9774
H 0.5410 1.8625 2.3977
H -1.2345 1.0106 0.5341
H -0.0715 -0.2301 0.9010
H 0.0893 1.6086 -2.7730
H -0.4450 2.7708 -1.5046
H -1.3500 1.3504 -1.7619
C -2.0400 -2.9582 -0.1263
C -2.2467 -3.8121 1.1503
C -1.4233 -3.2477 2.3372
N -1.3873 -4.2784 3.5544
C -0.5062 -5.5281 3.3212
C 0.9887 -5.2507 3.3321
C 1.4804 -4.3214 4.4385
C 0.5593 -3.0780 4.5784
C -0.9114 -3.5622 4.8485
C -2.7313 -4.8828 3.9042
H -2.5660 -3.3289 -1.0061
H -1.0063 -3.0693 -0.4537
H -2.0872 -1.9049 0.1502
H -2.1029 -4.8912 1.0947
H -3.2732 -3.6033 1.4516
H -1.5857 -2.2088 2.6242
H -0.4028 -3.3039 1.9585
H -0.8559 -6.0528 2.4321
H -0.7431 -6.1099 4.2120
H 1.2160 -4.7359 2.3986
H 1.5259 -6.1962 3.2564
H 2.4228 -3.9540 4.0321
H 1.6404 -4.8801 5.3606
H 0.7228 -2.4400 3.7098
H 0.8271 -2.3836 5.3748
H -1.5830 -2.7210 5.0202
H -1.1101 -4.2361 5.6819
H -3.4031 -4.0272 3.9723
H -2.5928 -5.2610 4.9171
H -3.0911 -5.5953 3.1619
P -1.4233 6.5398 -2.0785
F -1.4221 8.1432 -2.2827
F -0.4546 6.7235 -0.7923
F -2.7879 6.4194 -1.1644
F -1.0871 4.9492 -1.9593
F -2.3900 6.4608 -3.4246
F -0.0735 6.6491 -2.9772
P 3.1416 -3.8486 0.0880
F 3.7130 -4.8337 -1.0938
F 3.1242 -5.0188 1.2316
F 4.7571 -3.6801 0.5410
F 2.5529 -2.8891 1.2432
F 3.2698 -2.5211 -0.8257
F 1.6357 -4.0704 -0.4128
P -1.4699 0.5143 4.3170
F -2.8097 1.0710 5.0731
F -2.5773 -0.6593 3.9453
F -1.9826 1.3087 3.0865
F -0.2820 -0.2394 3.4715
F -0.5501 1.7260 4.8221
F -0.9518 -0.2730 5.5855
P 3.1198 5.9936 -1.4366
F 3.7620 5.7388 0.0726
F 4.2741 7.0449 -1.5794
F 4.1088 4.7422 -2.0488
F 2.5809 6.4307 -2.8968
F 1.9218 4.8651 -1.2249
F 2.1213 7.2150 -1.0079
*
```

Values from the calculation:
Highest occupied orbital energy = -11.87 eV